(P)
F3HN2O2S | wB97M-V/def2-TZVPD

Each line ends with the Löwdin charge.
Element x y z (Å)
N  -0.8503  -0.2990  -1.0244  -0.045
N  0.1932  0.4996  1.5088  -0.142
O  1.5630  -1.0854  0.1015  -0.215
O  1.2723  1.2765  -0.5433  -0.254
F  -0.4843  -1.2123  -2.0297  -0.117
F  -0.0754  -0.6893  2.2266  -0.023
F  -1.0099  1.0634  1.3469  0.002
S  0.7536  0.0500  -0.0734  0.709
H  -1.3623  0.3966  -1.5129  0.085

Its LUMO energy is -0.01 eV. The frontier orbital gap comes out at 11.187 eV. The SMILES is O=S(=O)(NF)N(F)F. As for the total charge: 0.

=====

(Q)
F3HN2O2S | wB97M-V/def2-TZVPD

Each line ends with the Löwdin charge.
Element x y z (Å)
N  0.3884  0.7204  1.1636  -0.043
N  0.2651  -0.4366  -1.5668  -0.162
O  -1.0619  -1.5404  0.2833  -0.250
O  -1.8191  0.6843  -0.4100  -0.240
F  0.9771  -0.3099  1.8851  -0.144
F  1.3852  -1.0498  -1.1605  0.023
F  0.6458  0.8254  -1.9230  -0.007
S  -0.7943  -0.2190  -0.1698  0.729
H  0.0137  1.3256  1.8980  0.093

Its LUMO energy is -0.45 eV. The frontier orbital gap comes out at 10.282 eV. The SMILES is O=S(=O)(NF)N(F)F. As for the total charge: 0.

=====

Relative energies in kcal/mol: (P) 0.0; (Q) 5.3

=====

(P)
C15H19ClN2O3 | wB97M-V/def2-TZVPD

Each line ends with the Löwdin charge.
Element x y z (Å)
O  2.0928  -1.3433  -1.3303  0.131
C  2.0395  -0.1925  -1.1270  -0.368
N  3.0150  0.7359  -0.6771  0.173
C  4.2359  0.3079  -0.3869  -0.516
N  4.8906  1.2054  -0.0517  0.140
C  6.0818  1.1415  0.4625  -0.095
C  6.7023  -0.1139  0.4385  -0.670
C  6.0612  -1.0600  -0.3325  -0.013
C  4.6967  -0.8963  -0.6313  0.066
H  4.1971  -1.7857  -0.9185  0.113
H  6.5086  -1.8383  -0.3069  0.011
Cl  8.3540  -0.0394  0.5884  0.750
H  6.6687  1.9245  0.6696  0.069
H  2.6396  1.6821  -0.3549  0.194
C  0.5181  0.4958  -1.4468  0.117
H  0.3951  1.4052  -0.6104  0.192
H  0.4074  0.5550  -2.3277  -0.001
O  -0.5523  -0.4221  -0.8600  0.076
C  -0.3089  -0.7342  0.2492  -0.624
O  0.4470  -0.4573  1.1707  0.093
C  -1.5314  -1.8511  0.5457  -0.005
H  -1.2985  -2.6730  0.2885  -0.011
H  -1.4745  -1.9107  1.7688  0.172
C  -2.9504  -1.4073  0.3354  -0.232
C  -3.5852  -0.2723  0.8317  -0.504
C  -4.8846  -0.0583  0.5153  -0.281
C  -4.7047  0.8358  -0.5180  -0.231
H  -4.7034  0.7717  -1.5569  0.081
H  -5.5634  1.7542  -0.3466  0.166
C  -3.2874  1.5549  -0.1278  -0.176
H  -3.3287  2.7899  -0.1551  0.152
H  -2.6497  1.3168  -1.1195  0.134
C  -2.8660  0.9630  1.1291  -0.160
H  -3.3033  1.3619  1.9368  0.089
H  -1.8495  0.7890  1.2209  0.095
H  -5.5447  0.5092  1.3731  0.188
H  -5.4518  -0.9351  -0.0765  0.188
H  -3.6554  -0.8520  2.3437  0.195
H  -3.5176  -2.3175  0.1525  0.136
H  -2.9400  -0.9395  -0.7579  0.165

Its LUMO energy is 0.51 eV. The frontier orbital gap comes out at 8.754 eV. As for the total charge: 0.

=====

(Q)
C15H19ClN2O3 | wB97M-V/def2-TZVPD

Each line ends with the Löwdin charge.
Element x y z (Å)
C  1.2422  5.8044  -1.8280  -0.061
C  0.5738  5.0785  -2.9861  -0.211
H  -0.4933  5.3204  -3.0207  0.122
H  1.0459  5.3319  -3.9372  0.123
O  0.7209  3.6606  -2.8653  0.001
C  -0.1429  3.0228  -2.0747  -0.482
O  -1.0586  3.5516  -1.5014  0.120
C  0.2153  1.5494  -1.9714  -0.207
C  -1.0481  0.7205  -1.7180  -0.120
H  -1.7595  1.3363  -1.1648  0.121
H  -1.5130  0.4457  -2.6656  0.127
C  -0.7616  -0.5502  -0.9236  -0.151
N  -0.1795  -0.2265  0.3652  -0.041
C  0.0303  -1.1209  1.3750  -0.486
O  0.5658  -0.7970  2.4171  0.059
N  -0.4202  -2.3978  1.1092  0.127
C  -0.4272  -3.4981  1.9507  -0.241
C  0.0205  -3.4715  3.2703  -0.006
C  -0.0217  -4.6112  4.0506  -0.079
C  -0.5082  -5.8025  3.5405  -0.097
C  -0.9588  -5.8519  2.2321  -0.118
C  -0.9159  -4.7123  1.4544  -0.576
Cl  -1.4903  -4.7984  -0.1903  0.698
H  -1.3428  -6.7702  1.8151  0.102
H  -0.5402  -6.6912  4.1510  0.101
H  0.3309  -4.5653  5.0696  0.104
H  0.4007  -2.5436  3.6632  0.100
H  -0.7843  -2.6006  0.1889  0.049
C  0.4354  1.0832  0.4814  -0.127
H  1.0993  1.0484  1.3475  0.124
C  1.2036  1.3927  -0.7964  -0.100
H  1.7921  2.3021  -0.6708  0.123
H  1.8952  0.5742  -1.0028  0.127
H  -0.3256  1.8506  0.6589  0.134
H  -0.0860  -1.1969  -1.5046  0.134
H  -1.7117  -1.0776  -0.7804  0.127
H  0.7091  1.2595  -2.9014  0.149
H  1.1619  6.8773  -1.9762  0.077
H  2.2933  5.5319  -1.7678  0.078
H  0.7533  5.5417  -0.8930  0.076

Its LUMO energy is 0.59 eV. The frontier orbital gap comes out at 8.977 eV. The SMILES is CCOC(=O)C1CCN(C(=O)Nc2ccccc2Cl)CC1. As for the total charge: 0.

=====

Relative energies in kcal/mol: (P) 365.7; (Q) 0.0

=====

(P)
C11H18 | wB97M-V/def2-TZVPD

Each line ends with the Löwdin charge.
Element x y z (Å)
C  -0.2998  -0.4376  -1.7196  -0.223
C  -0.9846  -0.8844  -3.0115  -0.098
C  -0.1434  -1.5082  -0.6796  -0.251
C  1.1129  -1.8029  -0.1820  -0.054
C  -1.2422  -2.2530  -0.2276  -0.036
C  1.2759  -2.6611  0.9020  -0.083
C  -1.0828  -3.0558  0.8840  -0.096
C  0.1535  -3.2396  1.4782  -0.100
H  0.6848  -0.0512  -1.9819  0.101
H  -0.7606  0.4697  -1.3108  0.103
H  -2.0331  -1.1093  -2.8212  0.063
H  1.9921  -1.5210  -0.7512  0.111
H  -2.1730  -2.1440  -0.7764  0.109
H  2.2664  -2.8488  1.2958  0.100
H  -1.9273  -3.6309  1.2384  0.100
H  0.2290  -3.8489  2.3642  0.097
H  -0.5463  -1.8197  -3.3585  0.078
H  -0.8510  -0.1842  -3.8319  0.069
C  0.3075  3.3703  1.6145  -0.312
C  0.2430  1.8412  1.7355  -0.122
C  0.6387  3.7710  0.1708  -0.127
H  -0.6496  3.7871  1.9300  0.095
H  1.0772  3.7637  2.2764  0.092
H  -0.2585  1.4252  0.8642  0.050
H  1.3740  3.0984  -0.2584  0.065
H  -0.2757  3.7573  -0.4185  0.067
H  -0.4039  1.4667  2.5272  0.065
H  1.2431  1.4643  1.9338  0.072
H  1.0336  4.7859  0.1141  0.063

Its LUMO energy is 0.98 eV. The frontier orbital gap comes out at 9.979 eV. The SMILES is CCc1ccccc1.CCC. As for the total charge: 0.

=====

(Q)
C11H18 | wB97M-V/def2-TZVPD

Each line ends with the Löwdin charge.
Element x y z (Å)
C  -1.3644  0.7035  -1.2417  -0.468
C  -0.9583  1.9269  -2.0942  -0.083
C  -1.7128  1.1784  0.1743  -0.088
C  -2.5957  0.0019  -1.8094  -0.106
H  -0.5709  -0.0371  -1.3235  0.094
H  -1.7163  2.7108  -2.0622  0.077
H  -2.6050  1.8008  0.2059  0.081
H  -2.0824  0.2550  0.6380  0.072
H  -1.0077  1.5061  0.9350  0.056
H  -3.4614  0.5786  -2.1489  0.079
H  -2.3428  -0.6892  -2.6153  0.072
H  -0.8588  1.7109  -3.1588  0.071
H  0.0005  2.2150  -1.6594  0.065
H  -3.0720  -0.6847  -1.0897  0.073
C  1.9904  -1.6129  -0.9029  -0.054
C  1.6030  -2.0160  1.5901  -0.051
C  1.7073  -1.1559  0.4978  -0.275
C  1.2852  -1.5160  2.8489  -0.093
C  1.5476  0.2360  0.7067  -0.061
C  1.3738  -0.1555  3.1229  -0.089
C  1.4134  0.6789  2.0155  -0.113
H  1.6288  -3.0858  1.4256  0.107
H  1.2582  -2.1924  3.6978  0.099
H  1.2297  -1.1923  -1.5734  0.064
H  1.7675  -2.6655  -1.0773  0.077
H  1.5853  0.8904  -0.1510  0.106
H  1.4840  0.1917  4.1382  0.100
H  1.4801  1.7608  2.1239  0.105
H  2.9936  -1.3423  -1.2129  0.083

Its LUMO energy is 0.94 eV. The frontier orbital gap comes out at 9.972 eV. The SMILES is Cc1ccccc1.CC(C)C. As for the total charge: 0.

=====

Relative energies in kcal/mol: (P) 0.0; (Q) 8.7